Entry 1:
229
Properties=species:S:1:pos:R:3 method="wB97M-V/def2-TZVPD" total_charge=+3
Na 2.30237 5.63101 0.98208
C 5.13401 5.32918 11.15791
C 3.89688 5.95565 11.72109
C 2.99276 6.64402 10.67862
N 1.66043 7.08701 11.39064
C 0.94512 6.10474 12.36758
C 0.55110 4.75592 11.72064
C -0.47719 5.15663 10.55811
C 0.00277 6.29961 9.61076
C 0.62881 7.55216 10.36339
C 2.03065 8.41388 12.13615
H 5.65301 6.07590 10.55694
H 4.82306 4.55819 10.45293
H 5.76483 5.03710 11.99746
H 4.32362 6.62001 12.47251
H 3.42434 5.14868 12.28109
H 2.55508 5.96961 9.94262
H 3.41225 7.53025 10.20245
H 1.59645 5.92049 13.22194
H 0.10859 6.63377 12.82415
H 1.43702 4.26890 11.31314
H -0.04558 4.10312 12.35776
H -0.87801 4.23708 10.13163
H -1.32391 5.60194 11.08048
H 0.78695 5.90591 8.96410
H -0.82112 6.60897 8.96764
H 1.09480 8.25587 9.67365
H -0.11249 8.13514 10.90992
H 2.87123 8.23249 12.80595
H 1.13338 8.72534 12.67094
H 2.22692 9.21985 11.42904
C 3.87486 -7.52519 6.19496
C 5.23332 -6.75668 6.34636
C 5.16620 -5.17168 6.33924
N 6.32659 -4.32621 6.95702
C 6.86949 -4.80539 8.28198
C 5.74629 -4.64919 9.30082
C 5.32007 -3.23112 9.57062
C 4.81352 -2.60004 8.27311
C 5.78720 -2.86973 7.09253
C 7.50176 -4.29337 5.96953
H 3.19899 -7.23313 6.99871
H 3.94076 -8.60190 6.35134
H 3.33224 -7.31311 5.27373
H 5.98789 -7.01220 5.60243
H 5.56655 -7.10380 7.32441
H 4.23178 -4.95178 6.85558
H 4.91205 -4.74729 5.36795
H 7.10368 -5.86984 8.29628
H 7.80975 -4.35001 8.59283
H 4.87525 -5.26629 9.08041
H 5.94186 -5.07893 10.28325
H 4.68600 -3.16376 10.45466
H 6.23064 -2.67899 9.80324
H 3.82769 -3.04319 8.13218
H 4.66423 -1.52281 8.34662
H 5.39698 -2.46694 6.15787
H 6.68035 -2.28218 7.30504
H 7.78838 -5.34071 5.87449
H 8.31717 -3.66286 6.32401
H 7.21685 -3.95435 4.97355
C -7.93224 -6.65227 -4.13742
C -6.98740 -7.54298 -3.18935
C -6.45683 -6.70571 -2.06319
N -5.57309 -7.45512 -1.09180
C -5.37476 -6.74013 0.23826
C -4.39056 -7.44562 1.24032
C -4.99307 -8.82548 1.53144
C -5.27915 -9.61714 0.28978
C -6.11469 -8.88263 -0.81938
C -4.16378 -7.63301 -1.83917
H -8.71695 -6.11806 -3.60173
H -8.38815 -7.29733 -4.88852
H -7.37692 -5.87626 -4.66420
H -6.18557 -8.14800 -3.61255
H -7.70373 -8.25190 -2.77414
H -7.24131 -6.38551 -1.37750
H -6.01347 -5.78189 -2.43476
H -6.37761 -6.75488 0.66510
H -5.10445 -5.69500 0.08752
H -4.29380 -6.90166 2.17993
H -3.39890 -7.54695 0.79936
H -5.94940 -8.61768 2.01141
H -4.38671 -9.46289 2.17498
H -5.93694 -10.45510 0.52050
H -4.32541 -9.91733 -0.14424
H -7.15044 -8.76697 -0.50011
H -5.98085 -9.40959 -1.76410
H -4.27600 -7.86259 -2.89879
H -3.40747 -8.20761 -1.30444
H -3.80978 -6.60211 -1.83455
C 11.16655 -4.29289 -3.06757
C 12.18944 -5.35739 -3.42066
C 11.72884 -6.69114 -2.80425
N 12.78777 -7.81452 -2.91961
C 14.12250 -7.46416 -2.24510
C 13.85950 -7.20045 -0.78659
C 13.33775 -8.46030 -0.11354
C 12.13792 -9.08972 -0.75651
C 12.18241 -9.11833 -2.32276
C 13.08294 -8.15370 -4.40941
H 10.15292 -4.63008 -3.28428
H 11.31713 -3.44043 -3.72994
H 11.14427 -4.01361 -2.01419
H 13.08941 -4.82414 -3.11437
H 12.16759 -5.43931 -4.50736
H 10.77522 -7.00643 -3.22769
H 11.48940 -6.54936 -1.75036
H 14.45721 -6.51435 -2.66215
H 14.81929 -8.29449 -2.35968
H 13.38174 -6.23988 -0.59382
H 14.86927 -7.04819 -0.40543
H 13.19643 -8.17689 0.92944
H 14.09203 -9.24528 -0.16801
H 11.13481 -8.69381 -0.59799
H 11.93271 -10.11527 -0.44951
H 11.22385 -9.33627 -2.79367
H 12.88892 -9.90758 -2.57974
H 13.72823 -7.36676 -4.79982
H 12.11605 -8.23297 -4.90634
H 13.64016 -9.09035 -4.39246
C 2.05840 2.57032 -12.01349
C 2.96414 1.45865 -12.54359
C 3.50508 0.59215 -11.48017
N 4.56723 -0.50448 -11.86248
C 3.89660 -1.67834 -12.58803
C 4.82636 -2.93026 -12.78402
C 5.54749 -3.24081 -11.49266
C 6.30985 -2.09231 -10.75499
C 5.37306 -0.92896 -10.56401
C 5.68194 0.06929 -12.78227
H 2.58307 3.32350 -11.42565
H 1.27996 2.15108 -11.37602
H 1.70244 3.12508 -12.88160
H 3.83645 1.89310 -13.03188
H 2.42736 0.83610 -13.25941
H 2.71963 0.02936 -10.97576
H 3.90327 1.33657 -10.79069
H 3.07713 -1.99222 -11.94146
H 3.50388 -1.27260 -13.52037
H 4.15979 -3.74780 -13.05865
H 5.56461 -2.83088 -13.57978
H 4.81314 -3.60372 -10.77354
H 6.29176 -4.02977 -11.60087
H 6.61025 -2.56749 -9.82114
H 7.29791 -1.77609 -11.08942
H 4.62411 -1.32858 -9.88028
H 5.91573 -0.09771 -10.11387
H 6.14701 1.00508 -12.47225
H 5.09144 0.25461 -13.67953
H 6.40281 -0.72292 -12.98436
C -6.78837 3.18972 -5.28401
C -7.58931 4.30744 -5.98342
C -7.96296 5.46658 -5.05271
N -8.47369 6.74821 -5.76716
C -8.97878 7.75751 -4.65506
C -10.27148 7.24704 -3.99034
C -11.30773 6.92849 -5.01708
C -10.91194 5.92351 -6.12358
C -9.61239 6.50838 -6.78618
C -7.35913 7.50951 -6.43312
H -7.38978 2.67388 -4.53547
H -5.87508 3.57247 -4.82849
H -6.47506 2.50163 -6.06916
H -8.52676 3.88222 -6.34183
H -7.05418 4.65318 -6.86784
H -7.07597 5.86497 -4.56014
H -8.77411 5.13955 -4.40216
H -8.23518 7.77163 -3.85822
H -9.11587 8.75748 -5.06660
H -10.00457 6.48241 -3.26083
H -10.71275 8.11545 -3.50121
H -12.16963 6.49133 -4.51298
H -11.60802 7.88976 -5.43408
H -10.75638 4.92721 -5.70972
H -11.65649 5.84916 -6.91619
H -9.28770 5.82391 -7.56989
H -9.89265 7.37329 -7.38742
H -7.70612 8.51967 -6.65059
H -6.96205 6.99084 -7.30572
H -6.58990 7.68215 -5.68041
N -11.84094 0.64759 1.40555
S -12.34892 0.24538 -0.17914
O -12.84442 -1.14076 -0.26798
O -11.49627 0.71559 -1.28990
F -13.68989 1.19198 -0.25235
S -10.31678 0.78932 1.16209
O -9.90136 2.05413 0.55329
O -9.66783 -0.40666 0.76234
F -10.07506 0.78252 2.75281
N 0.33331 9.99405 0.16971
S -0.08115 10.81973 -1.05382
O -0.57834 12.17131 -0.87498
O -0.56774 9.99569 -2.15209
F 1.50052 11.21080 -1.40759
S -1.24028 10.00459 0.91393
O -2.33858 9.78007 -0.02616
O -1.45184 10.87119 2.04969
F -1.07687 8.63207 1.78404
C -1.65676 0.65637 1.94215
F -2.31023 -0.05931 2.86990
F -2.00946 0.28247 0.75678
F -1.98589 1.94227 2.03882
S 0.19929 0.45281 2.10597
O 0.59766 1.40327 3.16180
O 0.45812 -0.92010 2.44779
N 0.79410 1.17871 0.60285
S 1.26055 -0.00934 -0.21887
O 2.56624 -0.52621 0.20920
O 0.27391 -1.08183 -0.52828
C 1.55098 0.71811 -1.95016
F 2.81687 0.55859 -2.33937
F 0.73861 0.09686 -2.78393
F 1.27139 1.98783 -1.96255
C -15.57702 7.60505 2.68933
F -15.29118 7.45478 1.43204
F -16.81095 8.08202 2.69969
F -15.48107 6.40962 3.33172
S -14.36444 8.99336 3.49811
O -14.18709 10.05025 2.49247
O -15.08140 9.40387 4.70586
N -12.92995 7.98775 3.79720
S -11.68822 8.95253 3.97063
O -10.96073 9.30007 2.74572
O -11.96175 10.00250 4.92142
C -10.49760 7.80928 5.03242
F -9.64366 8.57671 5.68629
F -11.13882 6.92417 5.86947
F -9.79558 7.08303 4.18650

---

Entry 2:
25
Properties=species:S:1:pos:R:3 method="wB97M-V/def2-TZVPD" total_charge=+1 de_lowest_kcal_mol=135.9
N 0.99814 -0.09753 2.29104
C 1.85355 0.68037 1.31774
C 2.09702 2.07389 1.98567
C 1.06518 0.81869 0.05490
N -1.02344 -1.21233 -2.02502
C -1.68418 -0.73015 -0.78512
C -3.06128 -1.31283 -0.56979
C 0.34028 -0.69842 -2.17625
H 1.36000 -0.94033 2.72357
H -1.57997 -0.82179 -2.78324
H 0.19633 -0.32414 1.70598
H 2.77266 0.08073 1.27926
H 3.03204 2.52827 1.66885
H 1.96081 1.95278 3.04392
H 1.23126 2.70626 1.74084
H 1.55075 1.35698 -0.74960
H 0.08095 1.10102 0.46350
H -1.01996 -1.01786 0.01377
H -1.81955 0.36810 -0.75563
H -3.90495 -0.63587 -0.40915
H -3.12369 -2.23306 0.02838
H -3.45140 -1.71244 -1.55844
H 0.92452 -1.49088 -2.63151
H 0.42586 0.22049 -2.76923
H 0.77906 -0.65996 -1.10444

---

Number 1: E_tot -8977.576196 Ha. Number 2: E_tot -347.874223 Ha.